No. 1
The following is a quantum chemistry calculation of a molecular structure, AgClH42O21 at a distorted geometry, from the OMol25 dataset.

Structure (XYZ):
```
65
Properties=species:S:1:pos:R:3:forces:R:3:mulliken_spin:R:1
Ag 1.07279 -0.71327 1.13353 -0.9 -0.1 -1.4 0.5788
Cl -0.69649 -0.22468 -0.47476 0.5 0.2 0.3 0.2014
O -1.78941 -2.96120 -0.01651 0.1 -0.2 0.5 -0.0002
H -1.63755 -2.34926 -0.76002 -0.5 -0.7 0.2 0.0010
H -2.49757 -3.60766 -0.15877 0.3 0.6 -0.6 -0.0002
O 2.92294 4.80217 0.32911 0.6 0.4 -0.1 0.0001
H 2.04281 5.09451 0.55471 -0.5 0.0 0.1 0.0000
H 3.45320 5.61341 0.41558 -0.1 -0.5 -0.1 0.0000
O -2.26074 3.61688 -1.02855 -0.4 1.4 0.2 0.0000
H -1.71013 3.11678 -1.65838 0.1 0.3 -0.6 0.0000
H -2.26884 4.59489 -1.21490 0.1 -1.7 -0.1 0.0000
O -0.65343 2.01851 -2.87950 -0.9 -0.2 -0.1 0.0005
H -1.08076 1.13394 -2.91764 0.4 0.5 -0.2 0.0000
H 0.24439 1.87220 -2.58539 0.4 -0.1 0.2 -0.0009
O 2.44723 2.34873 -1.71880 -0.4 0.3 -0.1 0.0001
H 2.04602 3.23193 -1.69273 0.1 -0.2 0.5 0.0000
H 2.87027 2.32681 -2.57338 0.4 -0.2 -0.4 0.0000
O -0.83989 -1.85124 2.44659 -0.3 -0.4 0.2 0.0084
H -1.49024 -1.14784 2.31921 0.1 0.6 0.1 -0.0007
H -1.32432 -2.59305 2.04705 0.6 -0.2 -0.2 -0.0009
O -1.61318 0.70691 2.77227 -0.5 0.2 1.0 0.0022
H -2.30902 1.34241 2.52821 0.3 0.3 -0.4 -0.0009
H -1.82324 0.49705 3.71357 0.1 -0.2 -0.5 0.0000
O 3.17916 0.46290 0.23770 -0.3 0.4 0.0 0.0056
H 3.06443 1.27383 -0.32008 0.1 -0.7 0.1 -0.0012
H 3.85164 -0.09844 -0.16153 0.0 0.1 -0.2 0.0003
O 0.97257 1.39302 2.11456 -0.5 -0.4 0.7 0.0759
H 1.02885 2.15400 1.51397 -0.2 0.0 -0.4 -0.0048
H 0.03863 1.37773 2.45634 0.4 0.0 -0.3 -0.0090
O -4.25569 -1.21241 0.31014 1.3 -0.4 -0.4 0.0001
H -3.26863 -1.13228 0.27963 -1.1 -0.1 0.2 -0.0010
H -4.57278 -0.52423 0.88604 -0.2 0.3 0.3 -0.0002
O -4.05464 -2.52590 -2.20585 0.5 0.4 0.1 0.0000
H -4.54413 -2.38748 -1.37112 0.0 -0.3 -0.6 0.0001
H -4.29352 -3.33171 -2.67516 -0.4 0.1 0.5 0.0000
O 2.44895 -1.30529 2.54080 1.1 -0.4 0.5 0.0922
H 3.16248 -0.64457 2.84214 -1.4 -0.6 0.1 -0.0037
H 1.99195 -1.65883 3.32283 0.5 0.2 -0.2 -0.0025
O 0.15614 2.88395 -0.16572 0.4 0.9 0.8 -0.0014
H -0.66091 3.40166 -0.05270 0.3 -0.1 -0.1 0.0003
H -0.17428 2.00028 -0.32302 -0.1 -0.7 -0.2 0.0017
O 3.17448 0.63083 3.96346 2.2 0.7 0.0 0.0004
H 2.33956 0.99698 3.71675 -1.2 0.6 -0.5 -0.0001
H 3.81693 1.31579 3.65319 -0.6 -0.8 0.5 -0.0003
O 1.43836 -2.86797 0.11052 -0.1 0.5 -0.9 0.0688
H 2.29694 -2.86355 -0.36527 0.4 -0.2 0.5 -0.0026
H 0.86379 -2.97924 -0.67618 -0.3 0.1 0.6 -0.0068
O 0.27405 -2.44481 -2.89497 1.6 -0.5 0.6 -0.0011
H -0.21216 -3.17234 -3.27182 -0.6 0.1 -0.2 -0.0001
H -0.24524 -1.64656 -2.83549 -0.8 0.3 -0.4 -0.0008
O -3.10948 2.87519 1.46609 -0.2 -0.7 0.2 0.0001
H -3.82662 2.27815 1.25081 -0.7 -0.2 0.5 0.0000
H -2.83731 3.02873 0.55354 0.7 0.7 -0.5 0.0000
O -1.85282 -0.59141 -3.41007 0.7 0.3 0.9 0.0014
H -2.44431 -0.89427 -2.71462 -0.4 -0.2 0.0 0.0004
H -2.28952 -0.78875 -4.22507 -0.5 -0.1 -0.8 0.0002
O 3.79622 -3.01255 -1.48282 0.4 0.1 0.8 -0.0001
H 3.52336 -2.56499 -2.28937 -0.2 0.1 -0.5 -0.0004
H 4.50045 -3.56376 -1.83794 0.1 -0.2 0.4 0.0000
O 3.01244 -2.53271 -3.88711 2.0 -1.1 -1.9 0.0000
H 2.99581 -3.28986 -4.52589 -0.1 1.1 0.9 0.0000
H 2.13126 -2.33311 -3.66670 -2.4 0.3 0.3 0.0000
O -1.89549 -0.89233 5.18903 0.2 -0.4 -1.2 0.0000
H -1.38458 -0.31025 5.73510 0.5 0.4 0.8 0.0000
H -1.24118 -1.37232 4.63529 -0.5 0.1 0.4 -0.0001
```
Positions in Å, forces in eV/Å.

## Properties
- 2S+1 = 2
- energy above the lowest of the compared OMol25 structures with the same formula, charge and spin (kcal/mol) = 0.0
- lowest unoccupied orbital energy (spin up / spin down) (Ha) = -0.0861 / -0.2053
- HOMO-LUMO gap (spin up / spin down) (eV) = 10.6 / 7.6
- net charge = +1

No. 2
The following is a quantum chemistry calculation of C4H10O2 in the gas phase at a distorted geometry, from the OMol25 dataset.

Structure (XYZ):
```
16
Properties=species:S:1:pos:R:3:forces:R:3:nbo_charge:R:1
C 1.70450 -0.68170 -0.15968 -0.2 -1.0 1.1 -0.6132
C 0.27850 -0.99345 0.33111 0.2 0.6 -0.7 -0.4157
C -0.82882 -0.11334 -0.36455 -0.3 -2.0 0.9 0.0761
O -2.10454 -0.78984 -0.18842 0.5 0.6 0.9 -0.7139
C -0.87978 1.29518 0.12855 0.4 -0.2 2.7 -0.1004
O 0.44926 1.83247 0.07612 -1.3 0.6 -0.8 -0.6996
H 1.98371 0.28642 0.17517 0.6 0.5 0.7 0.2295
H 1.77619 -0.59739 -1.20651 -0.1 -0.3 -1.6 0.1931
H 2.41672 -1.46244 0.16358 -0.3 0.5 0.0 0.2053
H 0.26598 -0.87313 1.41540 -0.2 0.3 0.1 0.1945
H 0.05060 -2.05221 0.17235 -0.2 0.2 -0.3 0.2141
H -0.61653 -0.08922 -1.41479 -0.1 -0.3 -0.9 0.1640
H -2.20782 -0.90376 0.78856 0.0 0.1 -1.2 0.4602
H -1.12603 1.23736 1.19616 0.1 0.0 0.1 0.1646
H -1.66210 1.94843 -0.23744 0.0 0.1 -0.9 0.1841
H 0.50014 1.95661 -0.87560 0.9 0.4 -0.2 0.4575
```
Positions in Å, forces in eV/Å.

## Properties
- energy above the lowest of the compared OMol25 structures with the same formula, charge and spin (kcal/mol) = 29.3
- lowest unoccupied orbital energy (Ha) = 0.0341
- HOMO-LUMO gap (eV) = 11.1

No. 3
The following is a quantum chemistry calculation of a gas-phase ion, C3HN2O2 (charge -1) at a distorted geometry, from the OMol25 dataset.

Structure (XYZ):
```
8
Properties=species:S:1:pos:R:3:forces:R:3:mulliken_spin:R:1
C -2.12993 -0.72533 0.44121 -3.4 -2.6 3.0 -0.0039
C -1.23629 -0.15245 -0.34900 -0.3 1.0 0.6 0.4242
C -1.12183 1.40268 -0.02966 2.3 2.1 -2.1 -0.0210
N -2.90769 -1.27232 1.14596 0.9 0.7 -0.9 0.2993
N -0.53854 -0.68640 -1.25361 2.8 0.8 -3.1 0.7675
O -0.66893 2.09124 -0.95972 -0.4 -0.6 -0.5 0.1460
O -1.32514 1.68036 1.11422 -1.1 0.0 2.5 0.3584
H 0.07533 0.01744 -1.75232 -0.8 -1.3 0.5 0.0295
```
Positions in Å, forces in eV/Å.

## Properties
- 2S+1 = 3
- energy above the lowest of the compared OMol25 structures with the same formula, charge and spin (kcal/mol) = 4.1
- lowest unoccupied orbital energy (spin up / spin down) (Ha) = 0.1580 / 0.0444
- HOMO-LUMO gap (spin up / spin down) (eV) = 6.5 / 6.8
- net charge = -1

No. 4
The following is a quantum chemistry calculation of C6H8N2 in the gas phase at a distorted geometry, from the OMol25 dataset.

Structure (XYZ):
```
16
Properties=species:S:1:pos:R:3:forces:R:3:nbo_charge:R:1
H -1.00316 1.71850 -2.06353 0.6 -0.8 0.7 0.3561
N -0.60917 0.90545 -1.53752 -0.9 1.2 -0.9 -0.6678
C -0.47872 1.17044 -0.30353 0.4 -0.6 0.3 0.3757
C -0.73705 2.48911 0.28528 0.2 -2.0 -0.1 -0.0996
C -0.92140 3.46288 0.94115 0.3 1.3 0.7 -0.1605
N -0.00954 0.17257 0.57856 -0.4 0.9 -0.4 -0.5928
C 0.40114 -1.13354 0.24646 1.3 -1.6 1.7 0.2023
C 0.95706 -1.92475 1.21633 -1.1 2.3 -0.5 -0.4933
C 0.29830 -1.69078 -1.12133 -2.2 0.9 -2.5 -0.6630
H -0.89086 4.35299 1.53503 -0.3 -0.1 -0.2 0.2411
H 0.04052 0.40498 1.56628 0.0 0.0 -0.5 0.4084
H 1.20821 -2.93260 1.07990 0.3 -1.1 -0.6 0.2029
H 1.11599 -1.57416 2.22308 -0.1 0.3 0.2 0.1825
H -0.80608 -1.82077 -1.45987 1.6 0.2 0.8 0.2282
H 0.78881 -2.64219 -1.29370 0.2 0.0 0.6 0.2228
H 0.64593 -0.95814 -1.89261 0.0 -0.7 0.8 0.2571
```
Positions in Å, forces in eV/Å.

## Properties
- energy above the lowest of the compared OMol25 structures with the same formula, charge and spin (kcal/mol) = 63.6
- lowest unoccupied orbital energy (Ha) = 0.0310
- HOMO-LUMO gap (eV) = 9.0

No. 5
The following is a quantum chemistry calculation of 2 unconnected molecules or ions with the total composition C34H67N3O2 at a distorted geometry, from the OMol25 dataset.

Structure (XYZ):
```
106
Properties=species:S:1:pos:R:3:forces:R:3:mulliken_spin:R:1
C 3.59149 -1.00252 2.56322 0.2 -0.2 0.1 0.0002
C 4.36540 -1.56078 1.37239 -0.2 -0.2 -0.2 -0.0002
C 3.51765 -1.78627 0.10319 0.1 0.3 0.7 0.0014
C 2.55260 -0.62999 -0.16311 -0.2 -0.3 -0.2 0.0014
C 1.97558 -0.50831 -1.59338 -0.1 0.1 0.3 -0.0153
C 0.93703 -1.64363 -1.73598 -0.2 0.0 -0.2 0.0007
C 0.46752 -1.97099 -3.15326 0.3 -0.3 0.1 -0.0012
C -0.69799 -2.98208 -3.23131 0.4 0.1 -0.2 0.0001
C -0.83044 -3.93628 -2.05434 -0.6 -0.3 -0.1 -0.0001
C -2.10921 -4.79987 -2.13416 0.4 0.1 0.7 0.0000
C -2.60474 -5.23976 -0.74236 -0.1 0.1 -0.2 0.0000
C -3.66081 -4.33821 -0.09995 0.1 0.2 0.2 0.0000
C -3.11540 -3.01590 0.46610 0.1 -0.1 -0.1 0.0000
C -3.11598 -1.86338 -0.53444 -0.4 0.2 0.0 -0.0002
C -4.51894 -1.25419 -0.72626 0.4 -0.2 0.0 0.0000
C -4.78170 -0.10634 0.24808 -0.3 -0.3 -0.3 0.0000
C -6.24152 0.36723 0.18779 0.4 0.0 -0.2 0.0000
N -6.37885 1.80963 0.04546 -0.2 0.1 -0.1 0.0000
C -7.47002 2.38373 -0.54222 0.1 0.9 0.0 0.0000
C -7.31318 3.75902 -0.52401 0.0 -0.7 0.1 0.0000
C -6.07504 4.01795 0.10928 0.0 -0.2 0.0 0.0000
C -5.52211 2.80064 0.45122 -0.3 0.2 0.0 0.0000
C 3.01128 -0.53433 -2.71089 0.0 0.4 -0.1 -0.0033
C 3.93997 0.68318 -2.83276 0.3 -0.5 -0.9 0.0486
C 5.08852 0.67295 -1.82190 0.0 -0.2 0.0 0.0206
C 4.59371 0.59429 -4.22668 -0.2 0.5 0.3 0.0067
N 3.16114 1.95749 -2.83256 0.7 -0.2 1.6 0.3278
O 3.90576 2.99974 -2.85846 -0.3 0.1 -0.6 0.5656
C 2.03317 2.10849 -1.87659 -1.0 0.7 -0.3 0.0652
C 2.52855 2.69718 -0.54521 0.3 -0.1 0.0 0.0205
C 1.05671 3.14762 -2.49836 0.3 -0.2 -0.1 0.0203
C 1.21539 0.82111 -1.70224 0.4 -0.4 -0.2 -0.0167
H 4.17828 -1.12685 3.47260 0.0 0.1 0.1 0.0000
H 3.36940 0.05900 2.45940 -0.1 0.0 -0.1 0.0000
H 2.66159 -1.55565 2.71338 -0.1 0.0 0.0 0.0000
H 5.21886 -0.92742 1.12810 0.0 0.2 0.1 0.0003
H 4.77599 -2.52332 1.67814 0.1 0.0 -0.1 0.0000
H 4.20971 -1.93992 -0.72024 -0.1 -0.1 -0.2 -0.0003
H 2.94494 -2.69822 0.26900 0.0 -0.1 -0.3 0.0000
H 1.67376 -0.80191 0.47056 0.0 0.2 0.1 -0.0006
H 2.97797 0.31180 0.17288 0.2 0.0 -0.1 -0.0026
H 1.31992 -2.55335 -1.27404 0.1 -0.1 0.0 -0.0001
H 0.05937 -1.35489 -1.14571 0.0 0.0 0.1 -0.0002
H 0.20589 -1.04683 -3.66937 -0.1 0.0 -0.1 -0.0008
H 1.31169 -2.38612 -3.70590 0.1 0.0 0.0 0.0007
H -0.53415 -3.59786 -4.11743 -0.2 0.1 -0.2 0.0000
H -1.62828 -2.44372 -3.41608 -0.2 0.0 0.2 0.0000
H 0.01795 -4.62302 -2.04674 0.2 0.1 0.2 -0.0001
H -0.84695 -3.41722 -1.09815 0.1 0.2 0.0 0.0001
H -2.90051 -4.23180 -2.62272 -0.1 -0.1 -0.2 0.0000
H -1.88172 -5.69625 -2.70601 -0.2 0.0 -0.3 0.0000
H -3.02458 -6.24213 -0.82044 0.0 -0.1 0.0 0.0000
H -1.75629 -5.29836 -0.05585 0.1 -0.2 0.0 0.0000
H -4.11813 -4.89024 0.72177 -0.1 -0.1 0.0 0.0000
H -4.45352 -4.12971 -0.82163 -0.1 0.0 0.0 0.0000
H -2.10648 -3.21241 0.83852 0.1 0.1 0.0 0.0000
H -3.69769 -2.70475 1.33702 -0.1 0.0 0.1 0.0000
H -2.74686 -2.19105 -1.50374 0.1 -0.1 0.0 -0.0001
H -2.45868 -1.05674 -0.19613 0.2 0.0 0.0 0.0002
H -5.27056 -2.03659 -0.60401 -0.1 0.0 0.0 0.0000
H -4.59817 -0.89258 -1.75230 -0.2 0.1 0.0 0.0000
H -4.53536 -0.45258 1.25215 0.1 0.2 0.1 0.0000
H -4.12224 0.70896 -0.04103 0.1 0.1 0.2 0.0000
H -6.68415 -0.06811 -0.70683 -0.2 0.0 0.0 0.0000
H -6.80835 0.00887 1.04579 0.0 0.0 0.1 0.0000
H -8.27757 1.79820 -0.94440 0.0 -0.2 0.0 0.0000
H -8.00574 4.47680 -0.92499 0.0 0.0 0.0 0.0000
H -5.64787 4.98999 0.28246 0.1 0.0 0.1 0.0000
H -4.60332 2.57755 0.96016 0.1 0.0 0.0 0.0000
H 3.64720 -1.41843 -2.67538 0.0 -0.1 0.1 -0.0010
H 2.48805 -0.59582 -3.66498 -0.1 0.0 0.0 0.0002
H 4.77859 0.70938 -0.78176 0.0 0.1 0.1 -0.0040
H 5.61846 -0.27112 -1.95584 0.0 0.0 0.0 -0.0009
H 5.79896 1.46473 -2.03844 -0.1 0.2 0.1 -0.0013
H 5.23675 1.46050 -4.36675 0.2 -0.1 0.0 0.0001
H 5.17406 -0.31987 -4.30760 0.0 -0.1 -0.1 -0.0008
H 3.82578 0.63858 -4.99651 0.0 -0.2 -0.1 -0.0033
H 2.71300 3.76203 -0.65050 0.0 0.1 -0.1 -0.0145
H 3.45973 2.25514 -0.19750 0.0 -0.1 0.0 0.0026
H 1.76184 2.55378 0.21752 -0.1 0.0 0.0 0.0024
H 0.02936 2.93144 -2.21192 -0.1 0.1 0.2 0.0007
H 1.30956 4.16538 -2.21874 0.0 0.1 0.0 -0.0024
H 1.11893 3.07964 -3.58284 -0.1 0.0 -0.1 -0.0079
H 0.51521 0.74221 -2.53491 0.0 0.0 -0.1 -0.0074
H 0.60920 0.93667 -0.80020 -0.1 0.1 0.0 -0.0016
C 2.18750 2.91104 3.29547 0.0 0.2 -0.1 0.0015
N 0.85840 2.44085 3.80420 0.0 0.0 0.0 -0.0002
C -0.06632 2.33703 2.63130 0.0 0.0 0.1 -0.0004
C 0.30839 3.43484 4.76882 0.0 0.0 0.0 0.0000
C 0.93410 1.06142 4.42487 0.1 0.0 -0.1 0.0000
C 1.78190 0.90150 5.66854 0.2 0.1 0.1 0.0000
O 3.14600 1.16128 5.38330 -0.2 0.2 -0.1 0.0000
H 2.01575 3.76720 2.64564 0.0 0.0 0.0 -0.0003
H 2.81543 3.20882 4.12430 0.1 -0.2 0.0 0.0000
H 2.64163 2.09957 2.73537 0.1 0.0 0.0 -0.0006
H -0.14986 3.31638 2.16789 0.0 0.0 0.0 0.0001
H -1.04079 2.00369 2.97974 0.0 0.0 0.0 0.0000
H 0.34936 1.62093 1.92571 0.0 0.0 0.0 0.0004
H 0.99338 3.53971 5.60416 0.0 0.0 0.0 0.0000
H -0.66272 3.08977 5.11572 0.0 0.0 0.0 0.0000
H 0.20882 4.38977 4.25916 0.0 0.0 0.0 0.0000
H 1.31266 0.40940 3.63667 0.0 0.0 0.0 0.0000
H -0.09411 0.78565 4.65765 0.0 -0.1 0.0 0.0000
H 1.66659 -0.13917 5.98412 -0.1 0.0 0.0 0.0000
H 1.42076 1.52973 6.48647 -0.1 0.0 0.0 0.0000
H 3.56471 1.55734 6.15276 0.1 -0.1 0.1 0.0000
```
Positions in Å, forces in eV/Å.

## Properties
- 2S+1 = 2
- lowest unoccupied orbital energy (Ha) = -0.0965
- HOMO-LUMO gap (eV) = 7.2
- net charge = +1

No. 6
The following is a quantum chemistry calculation of a gas-phase ion, C2ClF2OS (charge -1) at a distorted geometry, from the OMol25 dataset.

Structure (XYZ):
```
7
Properties=species:S:1:pos:R:3:forces:R:3:nbo_charge:R:1
O -1.70903 0.59107 1.00114 1.7 -1.6 -2.9 -0.5298
C -1.05800 -0.07194 0.18734 1.8 1.8 4.8 0.4088
Cl -1.61730 -1.47353 -0.49239 -1.3 -1.9 -1.3 0.0112
C 0.63882 0.09819 -0.06096 0.6 -0.2 0.2 0.5084
F 0.56697 0.23683 -1.42136 0.1 0.2 -0.9 -0.3933
F 0.75564 1.31385 0.47198 0.0 1.6 0.3 -0.3683
S 2.42291 -0.69446 0.31424 -3.0 0.0 -0.1 -0.6371
```
Positions in Å, forces in eV/Å.

## Properties
- energy above the lowest of the compared OMol25 structures with the same formula, charge and spin (kcal/mol) = 47.4
- lowest unoccupied orbital energy (Ha) = 0.1216
- HOMO-LUMO gap (eV) = 6.8
- net charge = -1